Entry 1:
This record from the OMol25 dataset describes one molecule with the formula C5H6OS2. The level of theory is wB97M-V/def2-TZVPD.

Summary:
Energy ... -28999.290 eV
Molecular weight ... 146.2 g/mol
Spin multiplicity ... 1
Relative energy (zero: lowest compared OMol25 entry of this formula, charge and spin) ... 0.6656 eV
Orbital gap ... 8.6 eV
E_HOMO ... -8.582 eV

```
14
Properties=species:S:1:pos:R:3:nbo_charge:R:1
C -2.2053 0.4784 -0.5569 -0.63
C -0.7923 0.0463 -0.3000 -0.23
C 0.2311 0.4500 -1.0366 0.08
O 1.5289 -0.0068 -0.9513 -0.47
C 2.0220 -0.5877 0.1566 0.21
S 3.4744 -1.2985 0.1187 -0.01
C 1.1722 -0.4611 1.3944 -0.62
S -0.5253 -1.0247 1.0720 0.29
H -2.6227 1.0605 0.2828 0.23
H -2.8619 -0.3757 -0.7114 0.23
H -2.2681 1.0924 -1.4656 0.22
H 0.1331 1.1248 -1.9091 0.21
H 1.5680 -1.0715 2.1937 0.26
H 1.1459 0.5736 1.7128 0.24
```

***

Entry 2:
This record from the OMol25 dataset describes C10H13IrN2O6 as an isolated structure. The level of theory is wB97M-V/def2-TZVPD.

Summary:
Energy ... -28660.844 eV
Charge ... +2
Molecular weight ... 449.4 g/mol
Spin multiplicity ... 5
Relative energy (zero: lowest compared OMol25 entry of this formula, charge and spin) ... 2.8737 eV
Orbital gap (alpha / beta) ... 6.3 / 6.2 eV
E_HOMO (alpha / beta) ... -12.732 / -17.291 eV

```
32
Properties=species:S:1:pos:R:3:nbo_charge:R:1
O -0.0300 3.1629 -2.2906 -0.36
C -0.0163 2.0372 -2.5353 0.50
Ir 0.0076 0.0190 -2.9879 0.32
C 0.0216 -1.9213 -2.5576 0.50
O 0.0279 -3.0584 -2.3481 -0.34
C -0.0360 -0.4110 -4.9932 0.27
O -0.0926 -0.9560 -6.0264 -0.36
C 1.9746 0.0316 -2.7735 0.49
O 3.1214 0.0289 -2.6532 -0.36
C -1.9600 -0.0026 -2.7788 0.49
O -3.1049 -0.0341 -2.6532 -0.36
H 0.0755 0.9022 -4.3872 0.18
C 2.3504 -0.1385 0.9470 -0.44
N 1.1952 -0.0532 1.8169 -0.16
C 1.4427 -0.0575 3.2466 -0.44
C 0.0012 0.0368 1.1665 0.71
O 0.0083 0.0695 -0.1003 -0.71
N -1.1962 0.0901 1.8164 -0.16
C -1.4439 0.0565 3.2444 -0.44
C -2.3470 0.1644 0.9417 -0.44
H 3.2600 -0.2204 1.5653 0.25
H 2.4353 0.7549 0.2955 0.26
H 2.2862 -1.0216 0.2791 0.26
H 1.0434 0.8426 3.7182 0.25
H 1.0187 -0.9465 3.7198 0.26
H 2.5237 -0.0729 3.3921 0.26
H -1.0216 0.9312 3.7374 0.26
H -2.5231 0.0696 3.3841 0.26
H -1.0483 -0.8529 3.6937 0.25
H -2.2729 1.0243 0.2481 0.26
H -2.4455 -0.7469 0.3167 0.26
H -3.2553 0.2722 1.5558 0.25
```

***

Entry 3:
This record from the OMol25 dataset describes a 12-piece molecular cluster, C54H60N12 overall. The level of theory is wB97M-V/def2-TZVPD.

Summary:
Energy ... -74847.590 eV
Molecular weight ... 877.2 g/mol
Spin multiplicity ... 1
Relative energy (zero: lowest compared OMol25 entry of this formula, charge and spin) ... 2.8499 eV
Orbital gap ... 7.9 eV
E_HOMO ... -7.514 eV

```
126
Properties=species:S:1:pos:R:3:mulliken_charge:R:1
C -3.4991 3.5221 -0.9605 -0.01
C -4.8091 3.0231 -0.8368 -1.13
C -4.7670 1.7489 -0.5087 -0.77
N -3.5110 1.3019 -0.5289 0.58
C -2.7262 2.3534 -0.9495 -0.36
H -3.1360 4.5022 -1.2324 0.35
H -5.6860 3.6496 -0.9065 0.42
H -5.5940 1.1231 -0.2072 0.56
H -3.2682 0.3652 -0.2397 0.02
H -1.6763 2.1347 -1.0770 0.33
C 0.2295 -2.5817 5.9408 -1.17
C -0.0692 -1.7426 4.8164 0.56
C -0.0200 -0.4671 5.2050 -1.29
N 0.3306 -0.4763 6.5310 0.12
C 0.3532 -1.7317 7.1144 -0.52
H 0.2784 -3.6549 6.0513 0.46
H -0.2306 -2.0653 3.7984 0.52
H -0.2248 0.4348 4.6473 0.71
H 0.5164 0.3303 7.1097 0.23
H 0.5587 -1.9578 8.1503 0.39
C 1.4513 4.8013 -0.6418 -0.82
C 0.6278 5.5544 -1.4522 -0.67
C -0.5556 5.7573 -0.7549 -0.86
N -0.5044 5.0168 0.4158 0.29
C 0.6390 4.3140 0.4324 -0.24
H 2.4747 4.5137 -0.8323 0.47
H 1.0080 5.9645 -2.3761 0.46
H -1.3907 6.3604 -1.0793 0.50
H -1.2463 4.9038 1.0917 0.19
H 0.7355 3.4954 1.1303 0.63
C -5.2809 -2.6370 -0.4024 -0.21
C -6.4747 -1.8935 -0.4588 -0.35
C -6.4759 -1.1411 -1.6086 -0.73
N -5.3305 -1.5213 -2.3185 0.11
C -4.5951 -2.4140 -1.5950 -0.92
H -5.0438 -3.2074 0.4835 0.41
H -7.1906 -1.8114 0.3457 0.41
H -7.2039 -0.4220 -1.9543 0.41
H -5.0839 -1.1684 -3.2322 0.22
H -3.6468 -2.7586 -1.9802 0.62
C 2.3966 -1.8645 -4.2714 -0.70
C 1.2588 -2.4505 -3.8472 0.83
C 0.4377 -2.7887 -4.9146 -1.07
N 1.0838 -2.3377 -6.0063 0.15
C 2.3278 -1.8797 -5.6313 -1.09
H 3.2459 -1.4524 -3.7468 0.63
H 1.0318 -2.6870 -2.8181 0.36
H -0.5600 -3.1947 -4.9922 0.35
H 0.7342 -2.4216 -6.9501 0.18
H 3.0750 -1.5748 -6.3491 0.37
C -0.2328 0.1689 0.8847 0.11
C -0.9747 -0.5845 1.7356 -0.60
C -1.3777 -1.7199 1.0385 -1.42
N -0.9661 -1.6108 -0.2722 1.18
C -0.2596 -0.4177 -0.3806 -2.23
H 0.1413 1.1559 1.1137 0.89
H -1.3167 -0.3813 2.7397 1.11
H -1.9104 -2.5856 1.4033 0.36
H -1.2507 -2.2368 -1.0120 -0.07
H 0.1826 -0.1743 -1.3355 0.65
C -1.3712 2.5587 -5.3675 -0.54
C -1.2406 3.3331 -4.1690 -0.81
C -0.2772 2.8596 -3.2653 -0.51
N 0.2650 1.6340 -3.3227 0.24
C 0.1964 0.9741 -4.5316 0.21
C -0.6282 1.3694 -5.5326 -0.58
H -2.0265 2.8119 -6.1878 0.38
H -1.8095 4.2232 -3.9445 0.49
H -0.1105 3.3600 -2.3228 0.79
H 0.8514 0.1246 -4.6566 0.08
H -0.8021 0.8186 -6.4452 0.43
C 4.7841 0.2537 -0.5079 -0.42
C 3.7277 0.1224 -1.3859 0.25
C 3.6384 0.9913 -2.4757 -0.62
N 4.5235 1.9904 -2.6463 -0.58
C 5.5660 2.1072 -1.8499 -0.38
C 5.7464 1.2738 -0.7604 -0.63
H 4.8752 -0.3811 0.3611 0.58
H 2.9701 -0.6217 -1.1891 0.30
H 2.7697 1.0480 -3.1150 0.60
H 6.2491 2.8956 -2.1299 0.42
H 6.5834 1.5167 -0.1224 0.42
C 4.1279 -4.1609 1.4659 -0.80
C 3.5839 -4.2660 2.7188 -0.39
C 2.3190 -3.7473 2.9685 -0.30
N 1.5545 -3.1474 2.0001 0.27
C 2.1317 -2.9905 0.7400 -0.13
C 3.4403 -3.4470 0.5145 -0.71
H 5.0787 -4.5401 1.1216 0.42
H 4.1703 -4.6594 3.5360 0.43
H 1.9431 -3.8224 3.9782 0.13
H 1.6647 -2.4459 -0.0673 0.57
H 3.7613 -3.2922 -0.5050 0.55
C 0.3454 -6.8123 -2.1238 -0.36
C 0.4253 -6.1307 -0.9235 -0.80
C -0.2953 -4.9887 -0.7477 -0.15
N -1.0812 -4.4530 -1.7268 0.03
C -1.1673 -5.1652 -2.8843 -0.28
C -0.4394 -6.3176 -3.1741 -0.86
H 0.8489 -7.7565 -2.2701 0.39
H 1.0268 -6.4709 -0.0934 0.47
H -0.2824 -4.3371 0.1135 0.43
H -1.8544 -4.7395 -3.6006 0.59
H -0.5252 -6.7525 -4.1590 0.42
C 2.9935 0.1391 3.1772 0.16
C 3.2982 0.2681 4.5081 -0.46
C 3.5924 1.5461 5.0076 -0.46
N 3.7559 2.6657 4.2014 -0.65
C 3.4992 2.4680 2.8861 -0.75
C 3.1219 1.2397 2.3755 -0.34
H 2.7301 -0.8367 2.7964 0.54
H 3.1479 -0.5700 5.1725 0.38
H 3.8730 1.6480 6.0455 0.39
H 3.6789 3.3170 2.2431 0.49
H 2.7915 1.1954 1.3482 0.71
C -3.7657 4.5749 3.4700 -0.81
C -3.3810 3.6293 2.5534 -0.08
C -2.0412 3.1765 2.4274 -0.16
N -1.0205 3.6873 3.1763 -0.26
C -1.4409 4.5908 4.1569 -0.58
C -2.7718 4.9946 4.3661 -0.32
H -4.8028 4.8030 3.6668 0.40
H -4.1177 3.1866 1.8994 0.36
H -1.8642 2.3785 1.7215 0.64
H -0.6218 4.9301 4.7737 0.44
H -2.9417 5.6665 5.1944 0.39
```

***

Entry 4:
This record from the OMol25 dataset describes a 4-piece molecular cluster, C23H48BBr2IN2O11PS3 overall. The level of theory is wB97M-V/def2-TZVPD.

Summary:
Energy ... -240787.400 eV
Charge ... +1
Molecular weight ... 953.3 g/mol
Spin multiplicity ... 1
Orbital gap ... 9.3 eV
E_HOMO ... -11.556 eV

```
92
Properties=species:S:1:pos:R:3:mulliken_charge:R:1
C -4.3303 -4.3138 4.6560 -0.83
O -4.2550 -2.9246 4.3029 -0.46
B -3.0192 -2.4711 3.9826 0.74
O -1.9357 -2.8088 4.7457 -0.44
C -2.7713 -1.4688 2.7566 -1.05
N -2.5543 -0.1497 3.3346 -0.25
C -2.3093 0.9691 2.4185 -0.70
C -0.8092 1.3275 2.3210 -0.82
Br 0.1110 -0.2098 1.5917 0.09
C -0.4595 2.5595 1.4828 0.60
C -1.3080 3.7871 1.7499 -1.51
Br 1.4041 3.0227 1.8416 -0.07
C -2.9203 0.8136 1.0158 -0.81
N -3.4308 -0.5583 0.6179 -0.06
C -3.8955 -1.4536 1.7510 1.11
C -4.0924 -2.8940 1.2377 -0.84
C -4.7654 -3.1235 -0.1190 -0.96
C -3.9077 -3.0022 -1.3719 -1.20
I -2.1049 -4.1150 -1.2954 0.10
P -5.5113 -0.8028 2.4263 0.84
O -5.5092 -0.3097 3.7872 -0.70
O -5.8825 0.3299 1.3460 -0.58
O -6.6081 -1.9179 2.1882 -0.56
H -3.9819 -4.4778 5.6680 0.31
H -3.7282 -4.9295 3.9911 0.33
H -5.3618 -4.6249 4.5591 0.28
H -1.1624 -3.0794 4.2458 0.29
H -1.8965 -1.8427 2.2106 0.20
H -1.7661 -0.2065 3.9662 0.48
H -2.7827 1.8264 2.8902 0.59
H -0.4704 1.5294 3.3333 0.90
H -0.4589 2.2892 0.4359 0.05
H -2.3697 3.5639 1.7642 0.32
H -1.1489 4.4912 0.9389 0.45
H -1.0001 4.2835 2.6619 0.41
H -3.7458 1.5017 0.8906 -0.03
H -2.1912 1.0699 0.2654 0.11
H -4.1980 -0.4158 -0.0356 0.85
H -2.6783 -1.0406 0.1149 0.71
H -4.6788 -3.4142 1.9814 0.32
H -3.1100 -3.3626 1.2404 0.60
H -5.1413 -4.1412 -0.0920 0.39
H -5.6403 -2.4792 -0.2166 0.27
H -3.6868 -1.9859 -1.6539 0.37
H -4.4682 -3.3982 -2.2092 0.59
H -6.2254 1.0722 1.8656 0.36
H -7.0608 -1.8141 1.3462 0.34
C 4.9169 -1.4681 0.1328 -0.23
C 4.9776 -2.8904 0.7064 -0.80
C 3.5738 -3.4971 0.5802 -0.65
S 2.8151 -2.6909 -0.8379 1.02
O 1.6867 -1.9106 -0.3778 -0.47
O 2.6451 -3.6374 -1.9100 -0.72
C 4.1733 -1.5838 -1.1919 -0.76
H 5.9052 -1.0456 -0.0108 0.10
H 4.3659 -0.8172 0.8167 0.26
H 5.6885 -3.4853 0.1307 0.31
H 5.3120 -2.8934 1.7421 0.38
H 3.5886 -4.5684 0.3979 0.39
H 2.9564 -3.2781 1.4493 0.30
H 3.7783 -0.6408 -1.5612 0.45
H 4.7907 -2.0543 -1.9556 0.35
C 8.8098 2.5125 -2.9431 -0.54
C 7.7298 3.4814 -2.4407 -0.65
C 6.6399 2.6401 -1.7621 -0.70
S 7.4647 1.1664 -1.1417 1.30
O 6.9524 0.0195 -1.8538 -0.64
O 7.4861 1.1878 0.2979 -0.71
C 9.0867 1.5584 -1.7850 -0.82
H 9.7134 3.0358 -3.2491 0.35
H 8.4374 1.9535 -3.8038 0.29
H 8.1667 4.1711 -1.7170 0.30
H 7.3138 4.0776 -3.2506 0.33
H 6.1750 3.1521 -0.9239 0.40
H 5.8788 2.3136 -2.4679 0.36
H 9.5833 0.6374 -2.0800 0.39
H 9.6429 2.0477 -0.9864 0.37
C -1.9451 3.0723 -4.9313 -0.59
C -2.3720 4.0432 -3.8208 -0.70
C -2.8346 3.1952 -2.6275 -0.50
S -1.9192 1.6476 -2.7403 1.11
O -2.8612 0.5746 -2.9597 -0.70
O -0.9840 1.5508 -1.6406 -0.68
C -1.0635 2.0230 -4.2588 -0.81
H -1.4101 3.5814 -5.7295 0.38
H -2.8242 2.5946 -5.3678 0.29
H -1.5215 4.6596 -3.5263 0.31
H -3.1627 4.7133 -4.1506 0.35
H -2.6132 3.6641 -1.6709 0.25
H -3.8946 2.9528 -2.6873 0.40
H -0.9437 1.1070 -4.8328 0.43
H -0.0882 2.4264 -3.9890 0.36
```

***

Entry 5:
This record from the OMol25 dataset describes one molecule with the formula C17H17N3O3S2. The level of theory is wB97M-V/def2-TZVPD.

Summary:
Energy ... -50186.600 eV
Molecular weight ... 375.5 g/mol
Spin multiplicity ... 1
Relative energy (zero: lowest compared OMol25 entry of this formula, charge and spin) ... 2.6000 eV
Orbital gap ... 7.9 eV
E_HOMO ... -8.456 eV

```
42
Properties=species:S:1:pos:R:3:nbo_charge:R:1
C 0.1633 4.0464 0.4605 -0.60
H -0.2243 4.5357 1.3501 0.21
C -0.9129 3.1764 -0.1755 -0.40
C -0.4326 2.5638 -1.4897 -0.41
C -1.4777 1.6443 -2.1270 -0.23
N -1.7897 0.5161 -1.2669 -0.44
C -0.9415 -0.5327 -1.1463 0.34
N -1.0614 -1.5068 -0.3069 -0.54
C -2.1394 -1.4857 0.5164 0.18
C -3.0999 -0.4851 0.4235 -0.39
C -2.9838 0.5990 -0.5055 0.65
O -3.7651 1.5088 -0.6755 -0.60
S -4.3775 -0.7152 1.5601 0.49
C -3.6105 -2.1410 2.1475 -0.36
C -2.4456 -2.4384 1.5189 -0.27
H -1.8247 -3.2852 1.7434 0.23
H -4.0785 -2.6882 2.9424 0.24
S 0.4146 -0.5931 -2.2725 0.26
C 1.3631 -1.9945 -1.5795 -0.55
C 2.5547 -1.5090 -0.8210 -0.03
C 2.4115 -0.5135 0.1354 -0.20
C 3.5238 -0.0531 0.8222 0.09
C 4.7886 -0.5793 0.5889 -0.21
C 4.9272 -1.5748 -0.3592 -0.20
C 3.8224 -2.0294 -1.0628 -0.17
H 3.9456 -2.8001 -1.8092 0.21
H 5.9010 -1.9933 -0.5602 0.22
H 5.6326 -0.1968 1.1413 0.25
N 3.3614 1.0082 1.7851 0.52
O 4.3096 1.2827 2.4870 -0.37
O 2.2859 1.5679 1.8248 -0.38
H 1.4440 -0.0868 0.3545 0.25
H 0.6509 -2.5094 -0.9300 0.29
H 1.6498 -2.6286 -2.4163 0.24
H -2.4152 2.1877 -2.2676 0.25
H -1.1250 1.2687 -3.0916 0.21
H 0.4912 2.0079 -1.3152 0.21
H -0.2095 3.3590 -2.2029 0.21
H -1.1814 2.3833 0.5261 0.19
H -1.8121 3.7668 -0.3619 0.21
H 1.0170 3.4398 0.7541 0.22
H 0.4993 4.8121 -0.2355 0.20
```

***

Entry 6:
This record from the OMol25 dataset describes a 2-piece molecular cluster, C9H12FP overall. The level of theory is wB97M-V/def2-TZVPD.

Summary:
Energy ... -21530.360 eV
Molecular weight ... 170.2 g/mol
Spin multiplicity ... 1
Relative energy (zero: lowest compared OMol25 entry of this formula, charge and spin) ... 0.1183 eV
Orbital gap (alpha / beta) ... 8.0 / 6.5 eV
E_HOMO (alpha / beta) ... -7.451 / -7.363 eV

```
23
Properties=species:S:1:pos:R:3:nbo_charge:R:1
C -3.1228 0.9082 0.1006 -0.20
C -2.7204 0.4215 -1.2024 -0.22
C -2.8703 0.1182 1.2320 -0.24
C -1.8958 -0.6904 -1.2979 -0.21
C -2.0119 -0.9570 1.1010 -0.20
C -1.4244 -1.3248 -0.1230 -0.44
C 1.1229 0.8239 0.6726 -0.68
C 2.4593 -0.6207 -1.0565 -0.67
C 1.9403 -0.3811 0.3000 -0.09
F -0.2560 -3.2629 1.4169 -0.59
P -0.2389 -2.6727 -0.1811 0.93
H -3.7643 1.8492 0.3337 0.23
H -2.9514 0.7553 -2.1805 0.23
H -3.1740 0.1923 2.2378 0.23
H -1.5248 -1.1818 -2.1603 0.21
H -1.6967 -1.6653 1.9581 0.24
H 1.2844 1.6337 -0.1112 0.21
H 0.0674 0.6957 0.7547 0.24
H 1.3152 1.0958 1.6166 0.22
H 2.7499 -1.6902 -1.3757 0.23
H 3.4805 0.0219 -1.0922 0.21
H 1.8200 -0.2921 -1.7696 0.21
H 2.4004 -0.8790 1.2051 0.19
```

***

Values of max |F|, in order: 1.1; 6.2; 4.9; 0.7; 1.4; 4.9, all in eV/Å.